Entry 1:
# C21H28Ge2NO5W

C21H28Ge2NO5W as an isolated structure at a distorted geometry (wB97M-V/def2-TZVPD, the Open Molecules 2025 dataset).

Computed properties:
LUMO (spin up / spin down): -0.2900 / -0.2943 hartree
ΔE to the lowest compared entry with this formula, charge and spin: 5.3 kcal per mole

```
! wB97M-V def2-TZVPD RIJCOSX def2/J DEFGRID3
* xyz 2 2
W -0.41 -0.28 -1.61
O 2.04 -1.12 0.07
C 2.42 -2.48 -0.14
C 1.16 -3.22 -0.52
N 0.47 -2.67 -1.72
C 1.33 -2.59 -2.91
C 2.04 -1.24 -2.92
O 3.17 -1.01 -3.14
O 1.12 -0.22 -2.64
C -0.82 -3.44 -1.93
C -1.66 -2.21 -1.83
O -1.80 -1.66 -0.68
O -1.71 -1.42 -2.83
H 2.80 -0.59 0.35
H 3.19 -2.55 -0.91
H 2.81 -2.93 0.77
H 1.40 -4.27 -0.71
H 0.45 -3.17 0.30
H 2.07 -3.39 -2.95
H 0.72 -2.63 -3.81
H -0.86 -3.92 -2.90
H -0.99 -4.14 -1.12
C -2.55 1.93 3.07
Ge -1.60 0.24 2.88
C -2.77 -1.28 2.53
C -0.33 -0.08 4.32
Ge -0.26 0.69 0.82
C 1.36 1.78 0.93
C 1.44 2.58 2.07
C 2.50 3.46 2.24
C 3.49 3.55 1.27
C 3.43 2.76 0.13
C 2.37 1.88 -0.04
C -1.36 1.56 -0.55
C -0.65 2.02 -1.70
C -1.21 1.90 -2.98
C -2.58 1.57 -3.13
C -3.32 1.23 -2.02
C -2.67 1.10 -0.78
H -3.09 1.92 4.01
H -3.27 2.09 2.27
H -1.85 2.77 3.08
H -3.64 -1.20 3.17
H -2.25 -2.21 2.76
H -3.10 -1.32 1.49
H -0.86 -0.03 5.27
H 0.46 0.67 4.33
H 0.12 -1.06 4.23
H 0.68 2.52 2.83
H 2.55 4.07 3.13
H 4.32 4.23 1.41
H 4.19 2.83 -0.62
H 2.35 1.28 -0.95
H 0.36 2.40 -1.59
H -0.62 2.15 -3.85
H -3.02 1.55 -4.12
H -4.36 0.97 -2.12
H -3.21 0.62 0.04
*
```

Entry 2:
# C4H8NO

A 2-piece molecular cluster, C4H8NO overall at a distorted geometry (wB97M-V/def2-TZVPD, the Open Molecules 2025 dataset).

Computed properties:
LUMO: -0.2104 hartree
ΔE to the lowest compared entry with this formula, charge and spin: 133.6 kcal per mole

```
! wB97M-V def2-TZVPD RIJCOSX def2/J DEFGRID3
* xyz 1 1
C 0.69 1.26 1.88
C 1.02 1.15 -0.68
C 0.16 -0.05 -0.23
C -1.50 -1.64 -1.01
N 0.66 0.87 0.68
O -1.11 -0.52 -0.22
H -0.11 0.79 2.51
H 1.21 2.14 2.29
H 2.10 1.13 -1.00
H 0.50 2.02 -1.10
H 1.00 -1.45 0.31
H -0.68 -1.80 -1.82
H -2.52 -1.35 -1.30
H -1.42 -2.55 -0.31
*
```

Entry 3:
# C2HFN2O2

A 2-piece molecular cluster, C2HFN2O2 overall at a distorted geometry (wB97M-V/def2-TZVPD, the Open Molecules 2025 dataset).

Computed properties:
LUMO (spin up / spin down): -0.1091 / -0.0242 hartree
ΔE to the lowest compared entry with this formula, charge and spin: 190.8 kcal per mole

```
! wB97M-V def2-TZVPD RIJCOSX def2/J DEFGRID3
* xyz 0 1
C 0.31 -2.08 -0.88
C 1.13 -1.42 -0.05
N -0.45 -2.69 -1.54
N 2.28 -0.64 -0.51
O 2.27 -0.51 -1.71
O 3.09 -0.23 0.29
F 1.27 -1.91 1.13
H -0.45 1.01 0.22
*
```

What is the ΔE to the lowest compared entry with this formula, charge and spin in the third record?
190.8 kcal per mole